Entry 1:
A cluster of 7 separate species, C7H14Cl14 in total at a distorted geometry, computed with ωB97M-V/def2-TZVPD.

Calculated values
Energy above the lowest of the compared OMol25 structures with the same formula, charge and spin, kcal per mole: 23.7
Spin multiplicity: 1
Total charge: 0
SMILES string: ClCCl.ClCCl.ClCCl.ClCCl.ClCCl.ClCCl.ClCCl
E_LUMO, eV: 0.1202
E, Ha: -6717.751999
Largest force on an atom, eV/Å: 1.3

Geometry as XYZ:
```
35
C7H14Cl14 (ωB97M-V/def2-TZVPD)
Cl -0.04 7.54 -0.16
C -1.10 6.77 -1.37
Cl -0.76 7.52 -2.94
H -0.84 5.72 -1.42
H -2.17 6.91 -1.19
Cl 4.47 -3.68 3.16
C 5.03 -4.29 4.73
Cl 6.25 -3.27 5.41
H 4.26 -4.29 5.50
H 5.38 -5.31 4.56
Cl -3.86 -0.13 5.06
C -2.13 0.29 5.35
Cl -1.10 -1.14 5.24
H -1.82 0.94 4.53
H -2.06 0.76 6.34
Cl 0.13 0.86 0.27
C -0.40 -0.80 -0.29
Cl 0.06 -1.01 -1.98
H 0.09 -1.49 0.39
H -1.48 -0.91 -0.25
Cl 3.80 4.63 -2.58
C 3.46 3.47 -3.95
Cl 4.64 3.62 -5.22
H 3.50 2.44 -3.59
H 2.47 3.59 -4.40
Cl 0.00 -7.90 2.46
C -1.00 -7.26 1.16
Cl 0.07 -6.70 -0.19
H -1.72 -7.99 0.80
H -1.44 -6.33 1.53
Cl -3.81 3.11 -5.57
C -4.31 1.38 -5.49
Cl -5.31 1.00 -4.06
H -4.87 1.15 -6.40
H -3.39 0.81 -5.46
```

---

Entry 2:
A cluster of 2 separate species, C7H14Cl2 in total at a distorted geometry, computed with ωB97M-V/def2-TZVPD.

Calculated values
Energy above the lowest of the compared OMol25 structures with the same formula, charge and spin, kcal per mole: 21.7
Spin multiplicity: 1
Total charge: 0
SMILES string: C=CC(Cl)(CC)CC.Cl
E_LUMO, eV: 0.8266
E, Ha: -1195.466552
Largest force on an atom, eV/Å: 2.1

Geometry as XYZ:
```
23
C7H14Cl2 (ωB97M-V/def2-TZVPD)
C 1.32 0.61 -2.18
C 0.10 0.85 -1.68
C -0.29 0.55 -0.24
Cl -0.14 2.12 0.54
C -1.80 0.12 -0.08
C -2.22 -1.20 -0.75
C 0.64 -0.51 0.37
C 2.05 -0.19 0.90
H 1.66 1.18 -3.03
H 1.92 -0.20 -1.79
H -0.65 1.46 -2.22
H -2.42 0.93 -0.48
H -1.97 0.03 1.00
H -3.31 -1.39 -0.61
H -2.03 -1.22 -1.83
H -1.69 -2.06 -0.30
H 0.09 -1.03 1.16
H 0.78 -1.22 -0.46
H 2.42 -1.06 1.49
H 2.72 -0.14 0.04
H 2.14 0.72 1.51
Cl 0.50 0.68 4.91
H 0.17 0.99 3.73
```

---

Entry 3:
A cluster of 2 separate species, C7H14ClNS in total at a distorted geometry, computed with ωB97M-V/def2-TZVPD.

Calculated values
Energy above the lowest of the compared OMol25 structures with the same formula, charge and spin, kcal per mole: 8.0
Spin multiplicity: 1
Total charge: 0
SMILES string: C/N=C/CC(C)C.S=CCl
E_LUMO, eV: -0.3469
E, Ha: -1188.147174
Largest force on an atom, eV/Å: 4.7

Geometry as XYZ:
```
24
C7H14ClNS (ωB97M-V/def2-TZVPD)
C -1.82 1.02 2.74
N -0.67 0.76 2.00
C -0.67 1.00 0.75
C 0.64 0.63 -0.05
C 0.30 -0.04 -1.32
C 1.57 -0.37 -2.08
C -0.48 -1.33 -1.13
H -2.31 0.26 3.50
H -1.56 1.79 3.36
H -2.66 1.25 2.10
H -1.51 1.54 0.19
H 1.20 1.52 -0.24
H 1.05 0.02 0.63
H -0.38 0.65 -1.89
H 1.36 -0.94 -3.05
H 2.27 0.55 -2.16
H 2.21 -0.83 -1.34
H -1.26 -1.22 -0.38
H -0.86 -1.72 -2.16
H 0.32 -1.97 -0.68
S -0.61 -2.34 4.32
C 0.39 -1.78 3.23
Cl 1.96 -2.54 2.94
H 0.27 -1.05 2.37
```

---

Entry 4:
A structure of composition C7H14CoOP at a distorted geometry, computed with ωB97M-V/def2-TZVPD.

Calculated values
Energy above the lowest of the compared OMol25 structures with the same formula, charge and spin, kcal per mole: 0.0
Spin multiplicity: 4
Total charge: -1
E_LUMO (spin up / spin down), eV: 3.1888 / 3.1260
E, Ha: -2074.213229
Largest force on an atom, eV/Å: 4.0

Geometry as XYZ:
```
24
C7H14CoOP (ωB97M-V/def2-TZVPD)
C 0.81 0.83 -2.21
C 0.12 0.22 -3.25
C -0.36 -1.11 -3.30
C -0.31 -1.98 -2.19
C 0.22 -1.71 -0.95
Co 0.06 0.01 -0.79
P 0.00 2.17 -0.08
H 1.35 1.77 -2.34
H 0.03 0.79 -4.16
H -0.64 -1.53 -4.27
H 0.31 -2.49 -0.18
H -0.68 -3.00 -2.38
H -1.14 2.54 0.73
H 0.12 3.31 -0.93
H 1.09 2.38 0.85
C -0.17 -0.59 3.64
C 0.11 0.34 2.46
O -0.36 -0.24 1.23
H -1.23 -0.86 3.71
H 0.09 -0.07 4.57
H 0.46 -1.49 3.59
H -0.38 1.31 2.56
H 1.19 0.52 2.32
H -0.69 -1.13 1.40
```

---

Entry 5:
A structure of composition C7H14I2 at a distorted geometry, computed with ωB97M-V/def2-TZVPD.

Calculated values
Energy above the lowest of the compared OMol25 structures with the same formula, charge and spin, kcal per mole: 18.5
Spin multiplicity: 1
Total charge: 0
E_LUMO, eV: 0.4454
E, Ha: -870.443164
Largest force on an atom, eV/Å: 3.1

Geometry as XYZ:
```
23
C7H14I2 (ωB97M-V/def2-TZVPD)
C -1.26 1.11 -1.90
C -1.36 1.38 0.59
C 0.48 -2.21 -0.16
C 1.05 -0.67 1.95
C -0.83 0.51 -0.51
C 0.76 0.42 -0.49
C 1.17 -0.90 0.39
I 1.69 2.18 0.31
I 3.28 -1.05 -0.15
H -0.97 2.16 -1.99
H -2.37 1.25 -2.09
H -0.96 0.47 -2.83
H -1.01 2.51 0.51
H -2.48 1.41 0.80
H -1.03 1.03 1.57
H 0.40 -1.98 -1.27
H -0.46 -2.47 0.32
H 0.95 -3.15 0.04
H 0.40 -1.46 2.35
H 2.01 -0.76 2.51
H 0.55 0.40 2.03
H -1.21 -0.54 -0.45
H 1.19 0.34 -1.54
```

---

Entry 6:
A cluster of 2 separate species, C7H14N in total at a distorted geometry, computed with ωB97M-V/def2-TZVPD.

Calculated values
Energy above the lowest of the compared OMol25 structures with the same formula, charge and spin, kcal per mole: 96.4
Spin multiplicity: 2
Total charge: 0
E_LUMO (spin up / spin down), eV: 1.0163 / -0.2716
E, Ha: -329.638023
Largest force on an atom, eV/Å: 4.2

Geometry as XYZ:
```
22
C7H14N (ωB97M-V/def2-TZVPD)
C 0.25 0.15 -2.19
C -1.09 -0.40 -1.80
C -0.19 0.15 -0.58
C -0.71 1.45 -0.05
C 1.61 -3.18 0.60
C 0.53 -2.15 0.11
C 0.86 -0.83 -0.10
N -1.14 3.62 2.90
H 0.20 1.15 -2.54
H 0.67 -0.66 -3.07
H -1.80 0.38 -2.06
H -1.37 -1.45 -1.74
H -0.35 2.33 -0.51
H -0.68 1.61 1.00
H 2.64 -2.75 0.44
H 1.61 -4.22 0.13
H 1.39 -3.37 1.65
H -0.49 -2.60 -0.08
H 1.93 -0.55 -0.17
H -0.63 4.49 2.60
H -2.04 3.99 3.31
H -1.22 2.85 2.15
```

---

Entry 7:
The ion C7H14N with charge +1 at a distorted geometry, computed with ωB97M-V/def2-TZVPD.

Calculated values
Energy above the lowest of the compared OMol25 structures with the same formula, charge and spin, kcal per mole: 91.0
Spin multiplicity: 1
Total charge: +1
E_LUMO, eV: -5.4330
E, Ha: -329.462480
Largest force on an atom, eV/Å: 4.3

Geometry as XYZ:
```
22
C7H14N (ωB97M-V/def2-TZVPD)
C 1.91 0.38 -2.25
C 0.15 1.98 -1.17
C -0.03 1.75 0.56
C -1.93 -1.58 1.34
C 0.62 -1.23 1.17
C -0.89 0.56 0.37
C -0.72 -0.85 0.64
N 0.91 1.36 -1.83
H 2.59 0.68 -3.03
H 2.52 0.21 -1.38
H -0.51 2.69 -1.57
H -0.45 2.74 0.70
H 0.99 1.64 0.94
H 1.23 -0.46 -2.60
H -2.16 -1.25 2.48
H -2.89 -1.54 0.81
H -1.83 -2.61 1.33
H 1.27 -0.42 1.49
H 1.29 -1.70 0.41
H 0.51 -1.95 1.98
H -1.79 0.87 -0.05
H -0.80 -1.27 -0.36
```

---

Entry 8:
A cluster of 2 separate species, C7H14N in total at a distorted geometry, computed with ωB97M-V/def2-TZVPD.

Calculated values
Energy above the lowest of the compared OMol25 structures with the same formula, charge and spin, kcal per mole: 122.0
Spin multiplicity: 1
Total charge: +1
E_LUMO (spin up / spin down), eV: -4.7208 / -4.7202
E, Ha: -329.413074
Largest force on an atom, eV/Å: 3.8

Geometry as XYZ:
```
22
C7H14N (ωB97M-V/def2-TZVPD)
C 2.66 0.71 0.37
C 1.71 -1.71 0.01
C 0.93 -0.73 -0.77
C -0.65 1.38 0.76
C -1.61 -0.87 0.67
C -1.89 0.58 -1.32
C -1.27 0.31 -0.03
N 2.03 -0.22 -0.17
H 2.56 1.64 -0.20
H 3.24 0.83 1.28
H 1.41 -2.02 1.05
H 2.42 -2.46 -0.27
H 1.00 -0.77 -1.89
H -1.24 1.74 1.62
H -0.61 2.15 0.07
H 0.30 1.11 1.08
H -0.64 -1.39 0.97
H -2.07 -0.61 1.60
H -2.13 -1.57 0.06
H -2.63 -0.22 -1.44
H -1.23 0.58 -2.17
H -2.27 1.53 -1.28
```